Entry 1:
The following is a DFT calculation (the ωB97M-V functional and the def2-TZVPD basis) of one molecule with the formula C5H4N2.

Element x y z (Å)
C1 -1.69 -1.86 -1.29
C2 -0.99 -1.10 -0.66
C3 -0.16 -0.18 0.08
C4 0.84 0.58 -0.54
C5 1.40 1.41 0.45
N1 1.04 1.40 1.68
N2 -0.30 0.04 1.38
H1 -2.31 -2.52 -1.85
H2 1.11 0.51 -1.58
H3 2.13 2.24 0.51
H4 -1.06 -0.52 1.81

Output
electronic energy = -8224.9728 eV
energy relative to the best compared isomer or geometry (same formula, charge and spin) = 104.25 kcal/mol
HOMO-LUMO gap = 8.793 eV
charge = 0

Atom charges from the natural (NBO) analysis, given in e for atoms 1 to 4:
1. C -0.17
2. C -0.06
3. C 0.15
4. C -0.41

---

Entry 2:
The following is a DFT calculation (the ωB97M-V functional and the def2-TZVPD basis) of a 2-piece molecular cluster, C4H12BN overall.

Element x y z (Å)
B1 1.25 0.25 0.41
C1 1.83 -1.03 -0.31
C2 1.86 1.73 0.57
C3 -2.16 -0.94 -0.82
C4 -1.84 0.34 0.01
N1 -0.93 0.24 1.08
H1 2.31 -1.51 0.57
H2 2.51 -0.76 -1.04
H3 1.08 -1.66 -0.62
H4 1.92 1.98 1.72
H5 1.23 2.43 0.18
H6 2.85 1.69 0.13
H7 -2.98 -0.87 -1.61
H8 -1.32 -1.10 -1.47
H9 -2.27 -1.86 -0.10
H10 -1.62 1.16 -0.73
H11 -2.77 0.68 0.55
H12 -0.96 -0.78 1.47

Output
electronic energy = -6505.6595 eV
energy relative to the best compared isomer or geometry (same formula, charge and spin) = 99.06 kcal/mol
HOMO-LUMO gap = 8.156 eV
charge = 0

Atom charges from the natural (NBO) analysis, given in e for atoms 1 to 4:
1. B 1.07
2. C -1.07
3. C -1.06
4. C -0.63

---

Entry 3:
The following is a DFT calculation (the ωB97M-V functional and the def2-TZVPD basis) of C30H33CrN7O4S6 as an isolated structure.

Element x y z (Å)
Cr1 0.03 1.32 -0.49
C1 -1.41 3.93 -1.30
C2 0.02 4.47 -1.40
C3 0.93 4.25 -0.22
C4 1.81 5.27 0.13
C5 2.69 5.08 1.18
C6 2.66 3.88 1.87
C7 1.77 2.91 1.46
N1 0.93 3.08 0.43
N2 -1.57 2.47 -1.48
C8 -2.90 2.07 -1.02
C9 -3.05 2.06 0.48
C10 -4.30 1.82 1.06
C11 -4.38 1.77 2.44
C12 -3.23 1.98 3.19
C13 -2.05 2.22 2.53
N3 -1.96 2.26 1.20
C14 -1.43 2.09 -2.89
C15 -1.24 0.60 -3.03
C16 -1.56 -0.06 -4.21
C17 -1.29 -1.42 -4.30
C18 -0.73 -2.07 -3.22
C19 -0.44 -1.34 -2.08
N4 -0.70 -0.04 -1.99
H1 -2.03 4.44 -2.04
H2 -1.80 4.17 -0.31
H3 -0.08 5.55 -1.53
H4 0.53 4.10 -2.29
H5 1.80 6.19 -0.43
H6 3.39 5.86 1.45
H7 3.33 3.68 2.70
H8 1.75 1.94 1.93
H9 -3.09 1.06 -1.39
H10 -3.67 2.72 -1.47
H11 -5.17 1.66 0.44
H12 -5.33 1.58 2.92
H13 -3.26 1.96 4.27
H14 -1.12 2.39 3.07
H15 -0.55 2.57 -3.31
H16 -2.31 2.41 -3.46
H17 -2.00 0.48 -5.03
H18 -1.52 -1.96 -5.21
H19 -0.50 -3.13 -3.24
H20 0.02 -1.80 -1.21
S1 6.89 -1.15 -2.51
C20 5.40 -0.54 -2.11
S2 4.58 0.69 -2.99
C21 3.12 0.79 -2.02
C22 3.09 -0.04 -0.95
S3 1.81 -0.26 0.22
S4 4.50 -1.05 -0.73
S5 1.92 1.95 -2.53
C23 3.76 -4.79 0.49
C24 2.56 -4.28 -0.28
S6 1.00 -4.67 0.46
O1 0.90 -6.09 0.69
O2 -0.02 -4.03 -0.35
C25 1.06 -3.87 2.06
C26 -0.33 -3.77 2.71
N5 -1.08 -2.65 2.13
C27 -0.62 -1.37 2.17
N6 -1.14 -0.63 1.21
C28 -2.07 -1.41 0.59
C29 -2.04 -2.66 1.14
N7 -2.83 -3.78 0.74
O3 -2.80 -4.79 1.42
O4 -3.52 -3.63 -0.24
C30 0.37 -0.88 3.17
H21 4.65 -4.72 -0.14
H22 3.63 -5.83 0.79
H23 3.95 -4.19 1.38
H24 2.49 -4.74 -1.27
H25 2.56 -3.20 -0.42
H26 1.49 -2.88 1.91
H27 1.73 -4.47 2.67
H28 -0.22 -3.58 3.78
H29 -0.90 -4.68 2.59
H30 -2.67 -1.08 -0.24
H31 0.48 -1.57 4.00
H32 0.01 0.07 3.56
H33 1.33 -0.70 2.70

Output
electronic energy = -143699.0734 eV
energy relative to the best compared isomer or geometry (same formula, charge and spin) = 0.00 kcal/mol
multiplicity = 5
HOMO-LUMO gap (spin up / spin down) = 5.696 / 5.734 eV
charge = 0

Atom charges from the Mulliken analysis, given in e for atoms 1 to 4:
1. Cr 0.55
2. C -0.93
3. C -1.44
4. C 0.82